1.
C33H42N6Pd | wB97M-V/def2-TZVPD

Energy relative to the best compared isomer or geometry (same formula, charge and spin) = 20.3 kcal per mole
Orbital gap = 7.261 eV
E_LUMO = 0.49 eV

Geometry as ORCA input:
```
! RIJCOSX wB97M-V def2-TZVPD def2/J DEFGRID3
* xyz 0 1
Pd -1.21 0.44 0.32
C 5.73 -1.39 -0.69
C 4.96 -2.67 -0.58
C 5.60 -3.90 -0.63
C 4.89 -5.09 -0.53
C 3.51 -5.06 -0.39
C 2.85 -3.84 -0.33
C 3.57 -2.65 -0.43
N 2.94 -1.38 -0.34
C 1.57 -1.13 -0.43
N 0.96 -1.76 -1.44
C -0.39 -1.76 -1.85
C -1.39 -1.05 -1.17
C -2.69 -1.19 -1.66
C -2.99 -1.98 -2.77
C -1.97 -2.65 -3.42
C -0.67 -2.55 -2.97
C 0.43 -3.29 -3.70
N 1.00 -0.28 0.35
C 1.73 0.27 1.42
C 2.05 -0.50 2.54
C 2.71 0.06 3.62
C 3.07 1.40 3.59
C 2.78 2.16 2.46
C 2.13 1.61 1.36
C 1.87 2.41 0.12
H 6.77 -1.59 -0.95
H 5.73 -0.83 0.25
H 5.30 -0.74 -1.46
H 6.67 -3.93 -0.74
H 5.41 -6.04 -0.57
H 2.95 -5.97 -0.31
H 1.78 -3.81 -0.19
H 3.44 -0.70 0.20
H 1.58 -2.30 -2.03
H -3.51 -0.68 -1.17
H -4.01 -2.06 -3.12
H -2.19 -3.26 -4.29
H 0.02 -3.81 -4.56
H 0.92 -4.04 -3.06
H 1.20 -2.60 -4.07
H 1.75 -1.54 2.55
H 2.94 -0.55 4.49
H 3.59 1.84 4.43
H 3.08 3.20 2.43
H 1.90 3.48 0.31
H 0.89 2.15 -0.30
H 2.61 2.18 -0.65
N -0.92 1.69 2.42
C -1.66 1.04 3.52
C -1.32 -0.45 3.60
N -1.61 -1.09 2.33
H 0.08 1.70 2.63
H -1.23 2.64 2.30
H -2.72 1.17 3.32
H -1.44 1.49 4.49
H -1.87 -0.89 4.45
H -0.26 -0.55 3.80
H -2.59 -1.28 2.21
H -1.10 -1.95 2.20
C -2.99 5.01 -1.72
N -1.94 4.04 -1.48
C -1.45 4.15 -0.12
C -2.29 2.67 -1.87
C -3.40 2.04 -1.05
C -4.72 2.27 -1.43
C -5.78 1.77 -0.69
C -5.52 1.05 0.46
C -4.20 0.81 0.84
C -3.12 1.29 0.11
H -2.60 6.01 -1.56
H -3.86 4.87 -1.06
H -3.33 4.94 -2.76
H -0.93 5.10 0.00
H -0.77 3.33 0.09
H -2.27 4.11 0.62
H -1.40 2.06 -1.79
H -2.58 2.70 -2.93
H -4.92 2.84 -2.33
H -6.80 1.94 -1.01
H -6.34 0.65 1.05
H -4.04 0.22 1.74
*
```

2.
C33H43B2FeN6O2S3 | wB97M-V/def2-TZVPD

Energy relative to the best compared isomer or geometry (same formula, charge and spin) = 0.0 kcal per mole
<S²> = 6.070
Orbital gap (alpha / beta) = 6.796 / 7.069 eV
E_LUMO (alpha / beta) = -3.29 / -3.34 eV

Geometry as ORCA input:
```
! RIJCOSX wB97M-V def2-TZVPD def2/J DEFGRID3
* xyz 1 5
Fe -0.70 0.57 -2.85
C 4.40 1.11 -1.84
C 3.40 0.37 -1.02
C 3.74 -0.47 0.01
C 2.74 -1.14 0.75
N 1.47 -0.97 0.49
N 1.15 -0.17 -0.53
B -0.35 0.16 -0.76
N -1.31 -0.90 -0.20
N -1.60 -0.83 1.10
C -2.44 -1.69 1.59
C -3.00 -2.71 0.77
C -2.70 -2.78 -0.56
C -3.26 -3.81 -1.48
C -1.82 -1.78 -1.06
S -1.44 -1.59 -2.73
C -2.78 -1.52 3.06
C -1.52 -1.77 3.88
C -3.26 -0.08 3.28
C -3.88 -2.49 3.51
N -0.66 1.54 -0.08
N 0.04 1.77 1.02
C -0.17 2.87 1.70
C -1.16 3.79 1.27
C -1.88 3.55 0.14
C -2.93 4.49 -0.36
C -1.58 2.36 -0.58
S -2.38 1.99 -2.07
C 0.69 3.05 2.94
C 2.16 2.99 2.51
C 0.42 4.38 3.64
C 0.39 1.90 3.90
C 2.02 0.48 -1.30
S 1.41 1.45 -2.59
C 3.06 -2.04 1.94
C 2.59 -1.32 3.21
C 4.56 -2.33 2.05
C 2.30 -3.36 1.78
H 5.41 0.90 -1.49
H 4.22 2.18 -1.79
H 4.32 0.83 -2.89
H 4.78 -0.62 0.25
H -3.68 -3.43 1.20
H -3.85 -4.54 -0.93
H -2.46 -4.34 -2.01
H -3.88 -3.34 -2.24
H -0.72 -1.09 3.58
H -1.16 -2.79 3.75
H -1.72 -1.62 4.94
H -2.50 0.63 2.98
H -3.49 0.08 4.33
H -4.17 0.12 2.71
H -3.58 -3.53 3.41
H -4.81 -2.34 2.96
H -4.10 -2.32 4.57
H -1.34 4.69 1.85
H -3.07 5.32 0.33
H -3.88 3.97 -0.49
H -2.66 4.88 -1.34
H 2.40 3.80 1.81
H 2.39 2.04 2.02
H 2.81 3.10 3.38
H 0.64 5.23 2.99
H 1.05 4.47 4.52
H -0.62 4.46 3.97
H 0.57 0.93 3.42
H -0.65 1.92 4.23
H 1.02 1.97 4.78
H 3.15 -0.39 3.37
H 2.74 -1.96 4.08
H 1.53 -1.06 3.14
H 5.14 -1.43 2.22
H 4.94 -2.83 1.16
H 4.73 -2.99 2.90
H 1.23 -3.19 1.69
H 2.48 -3.99 2.65
H 2.64 -3.90 0.90
O -0.87 0.96 -5.89
B -0.44 0.07 -4.90
O 0.15 -1.05 -5.46
C 0.09 -0.85 -6.83
C 0.55 -1.67 -7.83
C 0.35 -1.21 -9.13
C -0.27 0.01 -9.39
C -0.72 0.83 -8.36
C -0.52 0.36 -7.08
H 1.02 -2.62 -7.62
H 0.69 -1.82 -9.96
H -0.40 0.33 -10.42
H -1.20 1.78 -8.55
*
```